Record 1
Below is 4 unconnected molecules or ions with the total composition C18H49N3O7 in a non-equilibrium geometry, with properties calculated with ωB97M-V with the def2-TZVPD basis set.

Output
Charge = +2
Strongest force on any atom = 3.7 eV Å⁻¹
Lowest unoccupied orbital energy = -0.1425 hartree
Energy relative to the best compared isomer or geometry (same formula, charge and spin) = 445.08 kJ/mol
DFT total energy = -38241.148 eV
Frontier orbital gap = 5.9 eV

CARTESIAN COORDINATES (ANGSTROEM)
O1 -0.940 0.901 -1.009
H1 -1.469 1.140 -1.794
C1 5.543 -3.009 -4.539
O2 4.157 -3.028 -4.230
C2 3.343 -2.021 -4.878
C3 1.966 -2.699 -4.935
N1 1.429 -2.827 -3.503
H2 2.252 -2.909 -2.924
H3 1.140 -1.931 -3.136
C4 0.437 -4.051 -3.124
C5 1.383 -5.326 -2.958
O3 2.573 -5.013 -2.187
C6 3.643 -5.890 -2.212
H4 5.686 -3.303 -5.578
H5 5.888 -3.698 -3.768
H6 6.008 -2.037 -4.370
H7 3.642 -1.882 -5.917
H8 3.463 -1.094 -4.317
H9 2.028 -3.712 -5.332
H10 1.186 -2.074 -5.371
H11 -0.396 -4.010 -3.826
H12 0.076 -3.699 -2.158
H13 1.686 -5.710 -3.932
H14 0.830 -6.085 -2.404
H15 3.251 -6.808 -1.774
H16 4.322 -5.529 -1.439
H17 4.133 -6.008 -3.179
C7 -8.083 2.613 -0.435
O4 -7.304 2.030 0.565
C8 -6.050 2.635 0.849
C9 -5.508 2.022 2.092
N2 -4.875 0.602 1.869
H18 -4.176 0.721 1.150
H19 -4.343 0.343 2.688
C10 -5.804 -0.580 1.418
C11 -7.025 -0.935 2.311
O5 -6.712 -1.462 3.611
C12 -7.319 -2.687 3.833
H20 -8.937 1.945 -0.541
H21 -7.658 2.530 -1.436
H22 -8.292 3.675 -0.308
H23 -6.189 3.693 1.071
H24 -5.329 2.677 0.032
H25 -6.150 1.897 2.964
H26 -4.623 2.604 2.347
H27 -4.946 -1.252 1.455
H28 -5.977 -0.337 0.370
H29 -7.703 -1.635 1.823
H30 -7.648 -0.048 2.428
H31 -6.718 -3.142 4.620
H32 -7.131 -3.334 2.976
H33 -8.401 -2.677 3.961
C13 0.891 5.595 0.791
O6 1.425 5.011 1.972
C14 2.831 5.196 2.132
C15 3.634 4.042 1.427
N3 3.140 2.630 1.885
H34 2.930 2.580 2.872
H35 2.273 2.449 1.400
C16 4.201 1.546 1.507
C17 5.140 1.229 2.619
O7 5.725 2.311 3.273
C18 6.761 1.957 4.134
H36 1.106 6.664 0.791
H37 -0.188 5.442 0.807
H38 1.228 5.167 -0.153
H39 2.962 5.111 3.211
H40 3.204 6.129 1.709
H41 4.662 4.033 1.789
H42 3.595 4.107 0.339
H43 4.567 1.792 0.510
H44 3.623 0.638 1.338
H45 5.957 0.632 2.213
H46 4.738 0.558 3.378
H47 7.366 2.795 4.479
H48 7.562 1.372 3.682
H49 6.310 1.428 4.974



Record 2
Below is C4H6S2 in the gas phase in a non-equilibrium geometry, with properties calculated with ωB97M-V with the def2-TZVPD basis set.

Output
Strongest force on any atom = 3.2 eV Å⁻¹
Lowest unoccupied orbital energy = 0.0270 hartree
Energy relative to the best compared isomer or geometry (same formula, charge and spin) = 138.35 kJ/mol
DFT total energy = -25913.857 eV
Frontier orbital gap = 9.4 eV

CARTESIAN COORDINATES (ANGSTROEM)
C1 -1.144 1.213 -0.361
S1 -2.090 -0.447 -0.514
C2 -0.749 0.241 0.596
C3 0.697 -0.255 0.618
C4 1.198 -1.194 -0.444
S2 1.973 0.433 -0.510
H1 -0.525 1.534 -1.250
H2 -1.644 2.168 -0.126
H3 -0.953 0.321 1.654
H4 0.937 -0.563 1.690
H5 0.464 -1.461 -1.245
H6 1.837 -1.989 -0.108



Record 3
Below is 2 unconnected molecules or ions with the total composition C4H12N2 in a non-equilibrium geometry, with properties calculated with ωB97M-V with the def2-TZVPD basis set.

Output
Charge = +1
Multiplicity = 2
Strongest force on any atom = 2.7 eV Å⁻¹
Lowest unoccupied orbital energy (spin up / spin down) = -0.1363 / -0.2829 hartree
Energy relative to the best compared isomer or geometry (same formula, charge and spin) = 97.39 kJ/mol
DFT total energy = -7313.434 eV
Frontier orbital gap (spin up / spin down) = 9.9 / 5.7 eV

CARTESIAN COORDINATES (ANGSTROEM)
C1 -2.662 1.088 -0.640
C2 -2.116 0.581 0.507
N1 -1.578 -0.665 0.596
H1 -2.509 0.581 -1.577
H2 -3.180 2.031 -0.595
H3 -2.141 1.176 1.407
H4 -1.841 -1.313 -0.227
H5 -0.518 -0.702 0.793
C3 1.531 -1.055 -0.920
N2 1.394 -0.777 0.541
C4 1.659 0.687 0.741
H6 1.179 -0.249 -1.580
H7 2.593 -1.204 -1.189
H8 0.936 -1.948 -1.100
H9 2.030 -1.450 0.981
H10 2.702 0.906 0.495
H11 1.406 1.001 1.748
H12 1.118 1.313 0.021



Record 4
Below is a molecular structure, C2H5P in a non-equilibrium geometry, with properties calculated with ωB97M-V with the def2-TZVPD basis set.

Output
Strongest force on any atom = 3.6 eV Å⁻¹
Lowest unoccupied orbital energy = 0.0451 hartree
Energy relative to the best compared isomer or geometry (same formula, charge and spin) = 90.53 kJ/mol
DFT total energy = -11441.574 eV
Frontier orbital gap = 9.9 eV

CARTESIAN COORDINATES (ANGSTROEM)
C1 0.125 -0.051 0.992
C2 0.208 0.447 -0.873
P1 -1.334 -0.112 -0.086
H1 0.720 -0.921 1.184
H2 0.260 0.817 1.608
H3 0.379 1.502 -0.955
H4 0.834 -0.224 -1.428
H5 -1.192 -1.458 -0.441



Record 5
Below is 5 unconnected molecules or ions with the total composition C26H42O16 in a non-equilibrium geometry, with properties calculated with ωB97M-V with the def2-TZVPD basis set.

Output
Strongest force on any atom = 3.5 eV Å⁻¹
Lowest unoccupied orbital energy = -0.0537 hartree
DFT total energy = -60401.113 eV
Frontier orbital gap = 8.7 eV

CARTESIAN COORDINATES (ANGSTROEM)
O1 -2.188 0.686 2.554
C1 -1.198 0.879 1.857
C2 0.132 1.542 2.415
C3 1.352 0.813 1.764
C4 1.649 -0.529 1.965
C5 0.794 -1.433 2.917
C6 0.177 -2.739 2.269
O2 -1.213 -2.583 1.888
C7 2.936 -1.041 1.199
O3 3.551 -2.070 1.543
C8 3.556 -0.263 -0.005
C9 3.224 1.085 -0.211
C10 2.252 1.714 0.843
O4 2.223 2.942 0.943
H1 -1.208 0.631 0.743
H2 0.059 2.628 2.098
H3 0.148 1.545 3.539
H4 1.498 -1.787 3.733
H5 -0.055 -0.888 3.417
H6 0.788 -3.191 1.441
H7 0.154 -3.516 3.092
H8 -1.212 -1.958 1.138
H9 4.252 -0.745 -0.734
H10 3.593 1.724 -1.047
C11 -1.777 5.776 -2.567
C12 -3.291 5.779 -2.481
O5 -3.788 4.498 -2.072
C13 -3.685 4.233 -0.763
O6 -3.227 4.966 0.078
O7 -4.158 2.997 -0.551
C14 -4.024 2.549 0.800
H11 -1.431 4.960 -3.206
H12 -1.412 6.722 -2.971
H13 -1.326 5.626 -1.585
H14 -3.713 5.972 -3.468
H15 -3.655 6.564 -1.815
H16 -4.460 3.264 1.499
H17 -2.975 2.382 1.030
H18 -4.557 1.604 0.893
C15 -1.391 -2.222 -4.611
C16 -1.973 -2.993 -3.443
O8 -1.146 -4.113 -3.097
C17 -0.047 -3.822 -2.394
O9 0.298 -2.722 -2.028
O10 0.629 -4.963 -2.187
C18 1.872 -4.776 -1.513
H19 -1.203 -2.889 -5.455
H20 -2.073 -1.431 -4.928
H21 -0.436 -1.766 -4.346
H22 -2.945 -3.402 -3.722
H23 -2.131 -2.350 -2.574
H24 1.740 -4.217 -0.586
H25 2.572 -4.262 -2.173
H26 2.276 -5.758 -1.273
C19 -4.361 -2.411 3.297
C20 -4.013 -1.499 4.457
O11 -5.190 -1.127 5.190
C21 -5.667 -2.056 6.025
O12 -5.199 -3.151 6.217
O13 -6.777 -1.568 6.601
C22 -7.442 -2.497 7.456
H27 -5.131 -1.955 2.670
H28 -3.478 -2.613 2.689
H29 -4.760 -3.364 3.651
H30 -3.579 -0.574 4.076
H31 -3.273 -1.954 5.120
H32 -6.760 -2.909 8.200
H33 -7.888 -3.295 6.861
H34 -8.237 -1.960 7.971
C23 7.651 1.414 -6.188
C24 6.463 2.055 -5.496
O14 6.157 1.385 -4.265
C25 6.956 1.685 -3.234
O15 7.883 2.454 -3.250
O16 6.562 0.955 -2.178
C26 7.395 1.109 -1.027
H35 7.487 0.342 -6.315
H36 7.817 1.867 -7.166
H37 8.561 1.530 -5.597
H38 5.578 1.961 -6.126
H39 6.625 3.121 -5.324
H40 7.511 2.159 -0.757
H41 8.368 0.650 -1.210
H42 6.913 0.592 -0.198



Record 6
Below is a molecular structure, C3H6N4O in a non-equilibrium geometry, with properties calculated with ωB97M-V with the def2-TZVPD basis set.

Output
Strongest force on any atom = 10.6 eV Å⁻¹
Lowest unoccupied orbital energy = -0.0729 hartree
Energy relative to the best compared isomer or geometry (same formula, charge and spin) = 705.60 kJ/mol
DFT total energy = -11209.464 eV
Frontier orbital gap = 7.0 eV

CARTESIAN COORDINATES (ANGSTROEM)
C1 1.287 -0.097 0.431
C2 -0.870 -0.089 -0.582
C3 -1.992 0.354 -1.631
H1 2.652 0.236 -0.935
H2 3.395 0.648 0.920
H3 1.648 -0.717 2.296
H4 -2.504 -0.289 0.214
H5 -1.098 -0.188 1.513
H6 -1.844 0.104 -2.957
N1 2.683 0.202 0.197
N2 0.949 -0.462 1.688
N3 0.476 -0.015 -0.676
N4 -1.543 -0.576 0.404
O1 -3.239 0.889 -0.883



> strongest force on any atom of number 6 (C3H6N4O)?

10.6 eV Å⁻¹